*a*
9
Properties=species:S:1:pos:R:3 method="wB97M-V/def2-TZVPD" total_charge=-1
C 1.23 -0.57 1.44
S 0.10 -0.94 0.06
H 1.81 0.32 1.21
H 0.68 -0.36 2.37
H 1.89 -1.41 1.66
O -1.38 1.90 -1.37
C -1.39 0.73 -1.66
H -2.22 0.08 -1.32
H -0.72 0.26 -2.39

***

*b*
9
Properties=species:S:1:pos:R:3 method="wB97M-V/def2-TZVPD" total_charge=-1
S 1.51 2.22 0.98
H 0.76 1.97 -0.10
O -1.17 -2.67 -1.25
C -0.62 -1.82 -0.59
C -1.25 -0.53 -0.24
H 0.32 -2.05 -0.02
H -1.84 -0.38 0.65
H -1.80 -0.12 -1.09
H -0.46 0.22 -0.04

***

Most stable one: *b*, least stable one: *a*.

***

*a*
14
Properties=species:S:1:pos:R:3 method="wB97M-V/def2-TZVPD" smiles=C.O.O.O total_charge=0
C 2.19 -0.25 -0.99
H 1.57 0.26 -0.26
H 1.51 -0.83 -1.62
H 2.88 -1.00 -0.67
H 2.46 0.59 -1.63
O -0.39 -0.57 1.52
H 0.32 -0.07 1.92
H -1.15 -0.03 1.66
O -1.49 2.62 1.07
H -2.17 2.09 0.83
H -0.75 2.18 0.68
O -1.82 -2.00 -0.81
H -1.64 -1.59 -1.61
H -1.52 -1.40 -0.09

***

*b*
14
Properties=species:S:1:pos:R:3 method="wB97M-V/def2-TZVPD" smiles=C.O.O.O total_charge=0
C -3.19 -6.93 -0.76
H -2.21 -6.45 -0.74
H -3.05 -7.79 -1.42
H -4.03 -6.41 -1.18
H -3.35 -7.17 0.29
O 2.78 2.74 -2.00
H 3.62 3.17 -2.08
H 2.48 2.56 -2.89
O -0.74 4.27 3.55
H -0.74 4.15 2.58
H -0.55 3.39 3.96
O 1.18 0.02 -0.63
H 0.62 -0.78 -0.69
H 0.58 0.77 -0.65

***

Most stable one: *b*, least stable one: *a*.